39
Properties=species:S:1:pos:R:3:forces:R:3 method="wB97M-V/def2-TZVPD" total_energy_ha=-993.6560 total_charge=-1 multiplicity=2 orbital_gap_ev="2.75 / 10.03" relative_energy_kcal_mol=49.3 molar_mass_g_mol=234.20 homo_energy_ev="-0.2 / -7.8"
O -1.544779 -3.813927 -0.923634 -0.5 0.1 1.2
H -1.107573 -3.326221 -1.594666 0.9 0.3 -1.6
H -1.606082 -3.085607 -0.287872 -0.3 -0.4 0.3
O -1.893250 1.397325 0.476462 0.2 0.8 0.0
H -2.713681 0.908088 0.401013 0.2 -0.4 0.0
H -1.234953 0.863016 0.927887 0.0 -0.5 -0.3
O 2.509424 -2.291834 -0.799436 -0.9 0.5 0.5
H 3.233981 -2.710777 -0.336432 0.3 -0.2 -0.2
H 2.604699 -2.320679 -1.750449 0.5 -0.2 -0.3
O -2.529938 3.673749 -0.803900 -0.2 0.1 -0.5
H -3.176314 3.099844 -1.227847 -0.2 0.1 0.1
H -1.714448 3.200077 -1.026585 0.0 0.3 0.2
O 0.699135 -0.257838 3.806472 -0.7 1.1 -0.4
H 0.757832 0.537684 3.233692 1.1 -0.4 -0.3
H -0.143027 0.015818 4.185776 -0.2 -0.7 0.6
O -2.534472 -1.019726 1.624086 -2.1 0.5 -1.5
H -1.896181 -1.647872 1.874654 1.4 -0.6 1.1
H -2.629669 -0.235027 2.160196 0.6 -0.2 0.6
O 0.258115 -1.051294 -4.260158 0.4 0.6 0.5
H 1.056066 -1.110511 -3.712796 0.3 -0.8 -0.1
H 0.112820 -0.122696 -4.018416 -0.7 0.2 -0.4
O -3.814480 -0.225400 -2.372623 0.6 0.1 0.0
H -3.070575 -0.431941 -1.788129 -0.3 -0.1 0.3
H -3.314856 0.077521 -3.142052 -0.3 0.0 -0.2
O 0.099191 3.000404 -2.060769 -0.1 0.4 -0.3
H 0.331210 3.110596 -1.132044 0.1 -0.3 0.1
H -0.213276 2.094758 -2.173868 0.2 -0.3 0.3
O 1.699025 -2.679158 1.918395 -0.3 -0.3 1.1
H 1.536191 -2.164310 2.725141 0.2 0.8 -0.3
H 1.378747 -3.517568 2.276451 0.1 -0.4 -0.7
O 1.622416 2.313183 2.616224 -0.4 -0.2 0.9
H 1.354688 3.183555 2.921461 0.0 0.1 0.0
H 2.008226 2.443853 1.758749 0.4 0.0 -0.8
O 1.152379 0.279492 0.105314 -1.6 0.5 0.8
H 1.639303 1.054804 -0.186422 0.6 -0.5 -0.4
H 1.605712 -0.563405 0.082826 0.6 -0.3 -0.6
O 4.120629 0.642143 0.521807 1.1 0.8 0.6
H 4.239436 0.824858 -0.413328 -0.4 -0.3 -0.2
H 3.368034 0.080949 0.666083 -0.5 -0.4 -0.3